No. 1
Molecular formula: C4H8O2
Method: DFT, ωB97M-V with the def2-TZVPD basis set

Geometry as XYZ:
```
14
Properties=species:S:1:pos:R:3:forces:R:3
O 2.070 -0.108 0.803 0.303 -0.099 0.003
C 1.192 0.280 -0.233 -0.315 0.109 -0.280
C -0.200 0.462 0.342 0.082 0.054 0.041
C -1.244 0.453 -0.780 -0.047 0.327 -0.204
O -1.422 -0.964 -0.630 -0.197 -0.088 -0.034
C -0.840 -0.886 0.686 0.128 -0.162 0.316
H 2.892 -0.408 0.397 -0.097 0.054 0.181
H 1.124 -0.497 -1.010 0.084 0.108 0.106
H 1.527 1.212 -0.713 -0.045 -0.099 0.097
H -0.241 1.257 1.093 0.020 -0.132 -0.148
H -2.165 0.996 -0.531 0.111 -0.042 -0.037
H -0.912 0.739 -1.787 -0.052 -0.091 0.134
H -1.623 -0.823 1.455 0.157 -0.011 -0.105
H -0.159 -1.714 0.908 -0.132 0.071 -0.071
```
Positions in Å, forces in eV/Å.

The HOMO-LUMO gap is 0.3901 hartree. Its net charge is 0. Its total energy is -8371.154 eV. For the largest force on an atom, the calculation gives 0.44 eV/Å.

natural (NBO) charges, unit e, in atom order:
1. O -0.72
2. C -0.06
3. C -0.28
4. C -0.06
5. O -0.54
6. C -0.06
7. H 0.47
8. H 0.17
9. H 0.16
10. H 0.21
11. H 0.17
12. H 0.18
13. H 0.17
14. H 0.19

No. 2
Molecular formula: C4H8O2
Method: DFT, ωB97M-V with the def2-TZVPD basis set

Geometry as XYZ:
```
14
Properties=species:S:1:pos:R:3:forces:R:3
C 0.906 0.683 -0.424 -1.099 -0.291 -0.688
O 1.344 -0.587 -0.033 -0.039 -0.138 -0.164
C 0.377 -1.148 0.846 -0.146 -0.285 0.178
C -0.978 -0.760 0.264 -0.037 -0.164 -0.104
C -0.817 0.708 -0.009 1.440 -0.945 -1.841
O -0.860 1.524 1.127 1.854 0.158 -0.578
H 0.946 0.828 -1.500 0.264 -0.238 -0.222
H 1.621 1.451 0.011 -1.227 -0.255 0.038
H 0.100 1.509 0.726 -0.969 2.462 3.480
H 0.480 -0.731 1.860 0.028 -0.097 -0.157
H 0.551 -2.224 0.876 -0.016 0.074 0.034
H -1.802 -0.959 0.956 0.074 0.104 -0.115
H -1.145 -1.276 -0.685 -0.023 -0.164 0.121
H -1.360 1.133 -0.857 -0.104 -0.221 0.019
```
Positions in Å, forces in eV/Å.

The HOMO-LUMO gap is 0.4047 hartree. Its net charge is 0. Its total energy is -8369.794 eV. For the largest force on an atom, the calculation gives 4.37 eV/Å.

natural (NBO) charges, unit e, in atom order:
1. C -0.19
2. O -0.53
3. C -0.07
4. C -0.48
5. C 0.10
6. O -0.74
7. H 0.19
8. H 0.20
9. H 0.50
10. H 0.18
11. H 0.20
12. H 0.24
13. H 0.21
14. H 0.18

No. 3
Molecular formula: C4H8O2
Method: DFT, ωB97M-V with the def2-TZVPD basis set

Geometry as XYZ:
```
14
Properties=species:S:1:pos:R:3:forces:R:3
C -1.123 0.247 -0.886 0.029 0.051 0.052
C -0.120 0.446 0.222 -0.137 -0.307 -0.186
O 0.012 1.785 0.642 -0.019 0.032 -0.292
C 0.029 -0.572 1.311 -0.055 -0.010 0.149
C 1.095 -0.457 0.260 0.061 0.248 0.237
O 1.181 -1.542 -0.622 0.098 0.164 -0.259
H -2.138 0.455 -0.535 0.081 -0.076 -0.035
H -1.066 -0.770 -1.283 -0.100 0.174 0.105
H -0.900 0.945 -1.705 -0.034 -0.122 0.028
H -0.205 2.344 -0.121 0.213 -0.144 0.321
H 0.266 -0.197 2.303 -0.035 -0.047 -0.163
H -0.600 -1.460 1.281 0.118 0.195 -0.049
H 2.051 -0.020 0.551 -0.207 0.001 -0.008
H 1.478 -1.199 -1.474 -0.013 -0.160 0.101
```
Positions in Å, forces in eV/Å.

The SMILES is C[C@@]1(O)C[C@H]1O. The HOMO-LUMO gap is 0.3631 hartree. Its net charge is 0. Its total energy is -8371.444 eV. For the largest force on an atom, the calculation gives 0.41 eV/Å.

natural (NBO) charges, unit e, in atom order:
1. C -0.64
2. C 0.21
3. O -0.70
4. C -0.46
5. C 0.05
6. O -0.70
7. H 0.22
8. H 0.24
9. H 0.20
10. H 0.47
11. H 0.23
12. H 0.23
13. H 0.18
14. H 0.47

The evaluated energy relative to the best compared isomer or geometry (same formula, charge and spin) for the records listed, in turn: 205.3; 336.5; 177.3 kJ/mol.